Formula: C7H13NO
Source: OMol25
Level of theory: ωB97M-V/def2-TZVPD

The geometry in XYZ format:
```
22
C7H13NO ωB97M-V/def2-TZVPD
C -0.074 1.201 -0.716
C -1.964 -0.808 -0.522
C 1.332 1.691 -0.429
C 0.383 -1.432 0.165
C -0.658 -0.471 0.171
C -0.651 0.654 1.040
N 0.768 -2.147 -0.972
C -0.487 1.022 2.284
O 1.420 -1.249 1.060
H 1.974 -2.039 1.011
H 0.011 -2.417 -1.581
H 1.562 -1.759 -1.488
H -0.064 0.647 -1.668
H -0.794 2.006 -0.842
H -1.803 -1.151 -1.549
H -2.479 -1.597 0.029
H -2.612 0.068 -0.560
H -0.518 2.063 2.588
H -0.422 0.282 3.082
H 1.361 2.397 0.397
H 1.732 2.185 -1.320
H 1.983 0.855 -0.182
```

Calculated values
* HOMO-LUMO gap (spin up / spin down): 7.029 / 7.028 eV
* relative energy (zero: lowest compared OMol25 entry of this formula, charge and spin): 126.0 kcal per mole

Formula: C3H5LiO4Tl
Source: OMol25
Level of theory: ωB97M-V/def2-TZVPD

The geometry in XYZ format:
```
14
C3H5LiO4Tl ωB97M-V/def2-TZVPD
Li 1.854 -2.139 0.747
O 1.451 -0.771 1.781
C 0.902 0.428 1.676
H 1.511 1.279 2.049
H -0.148 0.472 2.038
C 0.687 0.681 -0.131
O -0.719 0.387 -0.309
C -1.115 -0.792 -0.737
O -0.454 -1.798 -0.693
O -2.211 -0.551 -1.453
Tl -2.174 2.461 -1.342
H 1.659 0.202 -0.317
H 0.989 1.219 -1.047
H -2.233 -1.078 -2.261
```

Calculated values
* HOMO-LUMO gap (spin up / spin down): 3.884 / 7.792 eV
* relative energy (zero: lowest compared OMol25 entry of this formula, charge and spin): 43.7 kcal per mole
* 2S+1: 2

Formula: C46H37N4O29
Source: OMol25
Level of theory: ωB97M-V/def2-TZVPD

The geometry in XYZ format:
```
116
C46H37N4O29 ωB97M-V/def2-TZVPD
C 4.604 -4.351 1.359
C 4.783 -4.396 -0.278
O 4.829 -3.075 -0.927
N 5.754 -2.267 -0.380
C 5.309 -1.181 0.335
N 3.799 -1.122 0.416
C 3.618 0.116 1.272
N 4.979 0.701 1.578
N 6.031 -0.056 1.044
H 4.507 -5.400 1.869
H 5.566 -3.791 1.785
H 3.667 -3.646 1.576
H 3.801 -4.931 -0.695
H 5.676 -5.104 -0.619
H 6.793 -2.414 -0.502
H 2.530 0.447 1.551
H 5.113 1.583 2.133
H 7.064 0.087 1.077
C -2.676 2.049 0.911
C -2.224 2.995 0.085
C -0.767 3.161 -0.177
O -0.383 4.027 -0.955
C 0.166 2.267 0.525
C -0.286 1.323 1.353
C -1.743 1.139 1.594
O -2.129 0.251 2.347
O 0.586 0.481 2.018
O -3.094 3.855 -0.558
H -3.732 1.915 1.109
H 1.223 2.410 0.339
H 0.017 -0.113 2.555
H -2.525 4.445 -1.099
C 10.864 -5.479 -2.295
C 9.613 -5.090 -2.042
C 8.730 -5.870 -1.131
O 7.591 -5.478 -0.902
C 9.270 -7.104 -0.537
C 10.519 -7.495 -0.794
C 11.411 -6.700 -1.683
O 12.561 -7.075 -1.885
O 11.032 -8.654 -0.242
O 9.091 -3.946 -2.616
H 11.518 -4.921 -2.954
H 8.611 -7.671 0.108
H 11.953 -8.718 -0.577
H 8.172 -3.879 -2.276
C 7.974 -4.546 -5.759
C 6.919 -3.728 -5.750
C 6.294 -3.257 -7.016
O 5.315 -2.521 -6.976
C 6.892 -3.698 -8.286
C 7.949 -4.514 -8.296
C 8.556 -5.007 -7.029
O 9.515 -5.770 -7.070
O 8.517 -4.930 -9.485
O 6.368 -3.289 -4.560
H 8.436 -4.898 -4.846
H 6.439 -3.334 -9.199
H 9.264 -5.513 -9.227
H 5.617 -2.711 -4.818
C -1.173 -6.073 1.965
C 0.123 -6.298 1.741
C 1.141 -5.230 1.944
O 2.327 -5.473 1.748
C 0.671 -3.904 2.375
C -0.625 -3.678 2.596
C -1.639 -4.754 2.419
O -2.821 -4.521 2.648
O -1.073 -2.433 2.998
O 0.569 -7.535 1.311
H -1.923 -6.841 1.824
H 1.419 -3.132 2.502
H -2.047 -2.525 3.093
H 1.543 -7.445 1.223
C -5.971 2.532 5.380
C -5.318 2.027 4.331
C -6.016 1.749 3.045
O -5.385 1.303 2.094
C -7.460 2.022 2.972
C -8.113 2.524 4.021
C -7.410 2.828 5.298
O -8.034 3.306 6.239
O -9.471 2.781 3.960
O -3.966 1.745 4.402
H -5.476 2.741 6.319
H -7.958 1.799 2.037
H -9.709 3.140 4.842
H -3.727 1.391 3.517
C -5.161 5.508 -3.705
C -6.045 6.259 -4.366
C -5.609 7.227 -5.410
O -6.446 7.890 -6.013
C -4.168 7.354 -5.674
C -3.284 6.606 -5.011
C -3.721 5.618 -3.987
O -2.887 4.931 -3.407
O -1.927 6.722 -5.252
O -7.399 6.163 -4.105
H -5.464 4.798 -2.946
H -3.864 8.075 -6.422
H -1.499 6.075 -4.650
H -7.828 6.805 -4.711
C -10.133 8.121 4.286
C -11.384 8.509 4.540
C -12.267 7.729 5.451
O -13.406 8.122 5.680
C -11.728 6.496 6.044
C -10.478 6.105 5.788
C -9.586 6.900 4.899
O -8.436 6.525 4.697
O -9.965 4.946 6.340
O -11.906 9.654 3.966
H -9.480 8.679 3.628
H -12.386 5.929 6.690
H -9.044 4.882 6.005
H -12.825 9.721 4.306
```

Calculated values
* net charge: +1
* HOMO-LUMO gap: 6.936 eV

Formula: C6H6O
Source: OMol25
Level of theory: ωB97M-V/def2-TZVPD

The geometry in XYZ format:
```
13
C6H6O ωB97M-V/def2-TZVPD
C -1.385 -2.238 -0.202
C -0.973 -1.110 0.022
C -1.236 1.366 0.214
C 1.057 0.106 0.671
C 1.771 0.333 -0.676
C -0.475 0.110 0.335
O -2.338 1.505 -0.287
H -1.720 -3.087 -0.703
H -0.639 2.270 0.700
H 1.237 -0.809 1.012
H 1.177 0.960 1.293
H 1.357 1.118 -1.332
H 2.169 -0.523 -1.045
```

Calculated values
* HOMO-LUMO gap (spin up / spin down): 8.394 / 7.199 eV
* relative energy (zero: lowest compared OMol25 entry of this formula, charge and spin): 131.4 kcal per mole